# 1
One molecule with the formula C4H7NO, computed with ωB97M-V/def2-TZVPD.

Geometry as XYZ:
```
13
Properties=species:S:1:pos:R:3:forces:R:3
N 0.85587 -1.18981 -0.01620 0.3 -0.2 0.1
C 0.80549 -0.00118 -0.86204 0.0 0.1 -0.1
C -0.50514 0.68459 -0.50359 0.0 -0.1 -0.2
C -0.62249 0.86084 1.03393 -0.1 0.1 0.3
C -1.26820 -0.27656 0.32754 -0.5 0.0 0.1
O -2.09789 -1.13902 0.37782 0.3 0.5 0.1
H 1.29950 -1.06859 0.88030 0.2 -0.1 -0.2
H 1.08746 -2.06597 -0.45389 0.2 0.2 0.0
H 1.67346 0.66038 -0.71944 -0.2 -0.1 0.0
H 0.79117 -0.30346 -1.91233 0.0 0.0 0.1
H -0.96259 1.40237 -1.18194 0.1 -0.1 0.1
H 0.30674 0.88976 1.60034 -0.2 -0.4 0.0
H -1.36338 1.54666 1.42950 0.0 0.2 -0.2
```
Forces are in eV/Å.

Output
- Total energy: -286.52821 Eh
- Total charge: 0
- HOMO: -8.72 eV
- Multiplicity: 1
- Energy above the lowest of the compared OMol25 structures with the same formula, charge and spin: 2.8148 eV
- SMILES: NC[C@@H]1CC1=O
- Kohn-Sham gap: 0.3547 Eh


# 2
One molecule with the formula C4H7NO, computed with ωB97M-V/def2-TZVPD.

Geometry as XYZ:
```
13
Properties=species:S:1:pos:R:3:forces:R:3
C -0.54875 -1.13546 1.04980 0.0 0.0 0.1
C -0.12350 -0.50209 -0.25477 0.0 -0.1 -0.1
C -0.57995 0.96264 -0.39155 -0.5 -0.6 0.3
N 0.58136 1.68864 -0.88604 0.4 -0.1 0.0
C 1.54736 0.87358 -0.77929 0.0 0.6 -0.3
O 1.32791 -0.38746 -0.36990 -0.2 -0.3 0.3
H -0.27421 -2.19177 1.11528 0.0 0.2 0.0
H -0.11687 -0.58181 1.88968 0.0 -0.1 -0.1
H -1.64120 -1.06022 1.14468 0.2 -0.1 -0.1
H -0.44005 -1.12653 -1.09998 0.0 0.2 0.1
H -1.46905 1.02427 -1.02959 0.3 0.3 0.0
H -0.84706 1.33161 0.61161 0.0 0.2 -0.3
H 2.58652 1.11425 -0.99762 -0.2 -0.1 0.0
```
Forces are in eV/Å.

Output
- Total energy: -286.59461 Eh
- Total charge: 0
- HOMO: -9.56 eV
- Multiplicity: 1
- Energy above the lowest of the compared OMol25 structures with the same formula, charge and spin: 1.0078 eV
- SMILES: C[C@H]1CN=CO1
- Kohn-Sham gap: 0.3890 Eh


Which formula does entry 1 have?
C4H7NO